(1)
Below is a molecular structure, C42H61BiF6Ge2NO4S2Si3, with properties calculated with ωB97M-V/def2-TZVPD.

Geometry as XYZ:
```
122
Properties=species:S:1:pos:R:3:forces:R:3
Bi -0.180 -0.205 0.681 -0.252 0.136 0.325
C -4.157 -2.894 2.093 0.109 0.106 -0.060
C -3.695 -2.331 0.767 -0.039 0.037 -0.117
C -2.594 -2.892 0.110 -0.134 0.061 0.070
C -1.783 -3.994 0.751 -0.067 0.076 -0.086
C -2.255 -2.436 -1.168 0.089 -0.129 -0.136
C -1.126 -3.075 -1.941 -0.133 -0.028 0.115
C -3.012 -1.446 -1.793 0.076 0.032 -0.149
C -2.645 -1.017 -3.198 -0.057 -0.038 0.115
C -4.136 -0.913 -1.156 -0.058 0.036 0.037
C -5.066 -0.039 -1.971 -0.050 -0.171 0.216
C -4.433 -1.300 0.157 0.061 -0.047 0.030
C -5.552 -0.638 0.935 0.089 -0.105 -0.152
H -3.617 -2.456 2.937 -0.019 -0.002 0.002
H -4.005 -3.972 2.124 0.005 0.009 0.040
H -5.218 -2.712 2.244 0.008 -0.014 0.040
H -0.718 -3.879 0.541 -0.021 -0.014 -0.002
H -2.090 -4.973 0.370 0.049 0.005 0.024
H -1.901 -4.002 1.829 -0.012 -0.025 -0.032
H -1.349 -3.097 -3.008 0.066 -0.016 0.034
H -0.945 -4.099 -1.623 0.069 0.012 0.030
H -0.192 -2.524 -1.809 0.074 -0.035 -0.058
H -1.566 -0.897 -3.311 -0.044 -0.018 -0.032
H -3.109 -0.074 -3.466 0.002 0.058 -0.032
H -2.973 -1.766 -3.928 0.046 0.049 -0.025
H -4.637 0.934 -2.189 0.053 0.206 -0.047
H -6.021 0.113 -1.476 0.011 0.033 0.010
H -5.273 -0.532 -2.923 -0.014 0.069 0.000
H -6.466 -1.240 0.919 -0.011 0.051 0.041
H -5.789 0.344 0.535 -0.020 0.021 0.000
H -5.258 -0.499 1.975 -0.041 -0.014 0.014
F 0.407 -3.584 5.125 -0.033 0.060 0.012
C -0.286 -2.992 4.164 0.174 0.086 -0.254
F 0.354 -3.173 2.994 -0.043 -0.093 0.188
F -1.486 -3.560 4.081 -0.036 0.035 0.087
S -0.460 -1.176 4.439 -0.076 -0.310 -0.378
O -1.032 -0.688 3.193 -0.133 -0.100 0.290
O -1.242 -1.021 5.618 0.153 0.062 0.101
N 1.071 -0.847 4.594 -0.168 0.442 0.230
S 1.815 0.331 3.891 0.109 -0.242 -0.292
O 1.168 0.769 2.649 0.322 -0.153 0.077
O 2.315 1.357 4.741 -0.242 0.099 0.099
C 3.342 -0.559 3.372 -0.099 -0.055 0.048
F 3.942 -1.094 4.425 0.001 0.004 -0.077
F 3.044 -1.528 2.499 0.071 0.049 0.042
F 4.177 0.299 2.784 -0.038 0.021 -0.018
C 1.810 -0.096 -0.164 0.466 -0.267 0.204
Ge 2.669 -1.345 -1.381 0.267 -0.136 -0.623
C 4.632 -1.313 -1.328 -0.092 0.079 0.110
C 5.289 -1.924 -2.398 -0.055 0.029 -0.001
C 6.667 -2.078 -2.394 -0.010 0.030 0.064
C 7.408 -1.627 -1.308 -0.021 -0.008 -0.019
C 6.770 -1.002 -0.246 0.046 -0.007 -0.023
C 5.390 -0.844 -0.259 -0.095 0.024 -0.016
C 2.258 -3.245 -1.067 -0.066 0.233 0.091
C 2.173 -4.177 -2.102 0.031 0.085 -0.009
C 2.050 -5.531 -1.827 -0.023 -0.077 0.013
C 2.007 -5.978 -0.512 0.037 0.083 -0.013
C 2.100 -5.063 0.527 -0.032 -0.024 0.010
C 2.227 -3.708 0.248 -0.095 0.002 -0.059
C 2.246 -0.713 -3.203 -0.023 -0.118 0.088
C 2.803 0.519 -3.556 0.020 -0.068 0.016
C 2.575 1.079 -4.804 -0.049 0.002 -0.033
C 1.790 0.406 -5.733 -0.002 -0.012 0.093
C 1.243 -0.826 -5.404 -0.031 0.020 -0.056
C 1.466 -1.379 -4.147 -0.034 0.026 0.068
H 2.492 0.557 0.385 -0.097 0.028 -0.082
H 4.708 -2.281 -3.245 0.082 -0.011 0.010
H 7.164 -2.551 -3.232 -0.013 -0.011 0.009
H 8.482 -1.764 -1.288 -0.020 0.028 -0.020
H 7.352 -0.646 0.595 -0.035 0.020 0.008
H 4.901 -0.349 0.572 0.040 -0.042 0.013
H 2.202 -3.845 -3.133 0.078 -0.081 0.026
H 1.992 -6.246 -2.640 -0.018 0.040 0.005
H 1.915 -7.036 -0.300 -0.006 0.006 -0.006
H 2.080 -5.402 1.556 -0.016 0.014 -0.027
H 2.302 -3.007 1.068 -0.018 -0.048 0.005
H 3.434 1.041 -2.842 -0.011 0.014 -0.091
H 3.007 2.041 -5.053 0.005 -0.035 0.010
H 1.603 0.840 -6.707 0.026 -0.014 0.010
H 0.639 -1.359 -6.130 0.015 0.010 0.046
H 1.024 -2.341 -3.913 -0.042 0.072 -0.008
C -3.883 3.032 -0.262 0.122 -0.136 0.180
Si -2.111 3.405 -0.788 -0.391 -0.123 -0.551
C -2.076 5.277 -1.059 0.334 0.067 0.251
C -1.760 2.620 -2.469 0.118 -0.059 0.082
Ge -0.583 2.480 0.848 -0.084 0.912 0.168
Si -1.802 3.106 2.865 -0.198 0.282 0.331
C -2.128 4.959 2.660 -0.067 -0.096 -0.365
C -3.400 2.122 3.027 0.102 -0.074 -0.171
C -0.957 3.007 4.534 0.256 -0.104 -0.250
Si 1.478 3.705 0.482 0.092 0.149 -0.256
C 2.166 3.135 -1.182 -0.047 -0.036 0.080
C 2.778 3.543 1.827 -0.075 -0.280 0.066
C 1.065 5.538 0.292 -0.175 -0.102 0.091
H -4.596 3.184 -1.075 0.071 0.041 -0.090
H -4.172 3.695 0.561 0.009 -0.078 -0.098
H -3.974 2.003 0.092 -0.102 -0.008 -0.075
H -3.081 5.643 -1.282 -0.012 -0.130 -0.004
H -1.430 5.546 -1.899 -0.012 -0.033 0.061
H -1.716 5.818 -0.180 -0.087 0.020 -0.135
H -2.572 2.782 -3.185 0.013 0.021 0.073
H -1.597 1.545 -2.370 -0.055 -0.045 -0.069
H -0.847 3.044 -2.902 -0.047 -0.047 0.046
H -2.672 5.203 1.742 0.021 0.026 0.146
H -1.176 5.498 2.633 -0.063 -0.020 0.024
H -2.701 5.344 3.508 0.005 -0.089 -0.004
H -4.091 2.266 2.196 0.071 -0.035 0.152
H -3.918 2.375 3.957 0.082 0.067 -0.018
H -3.141 1.061 3.077 -0.046 -0.061 0.011
H -0.070 3.639 4.595 0.008 0.005 -0.003
H -0.651 1.993 4.743 0.154 -0.367 0.187
H -1.650 3.299 5.328 -0.066 0.080 -0.112
H 2.102 2.048 -1.275 0.010 0.098 -0.047
H 3.215 3.423 -1.310 -0.054 0.031 0.048
H 1.594 3.569 -2.008 0.009 -0.031 0.050
H 2.332 3.369 2.807 0.016 0.025 0.032
H 3.392 4.445 1.887 -0.034 -0.016 -0.092
H 3.440 2.696 1.624 -0.032 0.038 0.044
H 0.542 5.726 -0.648 0.057 -0.003 0.086
H 1.983 6.133 0.292 -0.002 -0.080 0.020
H 0.429 5.896 1.106 0.092 0.053 -0.068
```
Positions in Å, forces in eV/Å.

As for the spin multiplicity: 2. As for the expectation value of S²: 0.77. The value obtained for the calculated total energy is -8625.23985 a.u. The net charge is 0. For the HOMO energy (spin up / spin down), the calculation gives -8.168 / -8.430 eV.



(2)
Below is a molecular structure, C28H19BrGaN3O2Se, with properties calculated with ωB97M-V/def2-TZVPD.

Geometry as XYZ:
```
55
Properties=species:S:1:pos:R:3:forces:R:3
Ga -0.266 0.464 0.369 -0.326 0.066 -0.591
O 2.876 -2.004 -0.123 0.030 0.005 -0.024
C 2.047 -1.184 0.190 0.076 0.027 0.080
N 0.678 -1.271 0.128 0.214 0.026 0.423
C 0.054 -2.417 -0.280 -0.105 -0.055 -0.062
O 0.549 -3.429 -0.720 -0.044 -0.031 0.037
C -1.448 -2.328 -0.097 0.018 -0.063 0.052
C -2.253 -3.432 -0.319 -0.017 0.079 0.040
C -3.612 -3.305 -0.075 0.047 -0.018 -0.025
C -4.110 -2.091 0.377 0.008 -0.008 0.023
C -3.231 -1.037 0.558 -0.085 0.037 -0.078
N -1.929 -1.159 0.321 0.187 0.044 -0.180
C 2.501 0.127 0.816 0.028 -0.030 0.059
C 3.842 0.396 1.024 -0.107 -0.052 0.001
C 4.183 1.590 1.637 0.018 0.011 -0.032
C 3.186 2.475 2.020 -0.046 -0.022 -0.031
C 1.869 2.135 1.775 0.050 0.058 0.038
N 1.549 0.983 1.192 0.114 -0.001 -0.111
H -1.797 -4.348 -0.664 -0.005 -0.004 -0.008
H -4.277 -4.142 -0.234 -0.002 -0.010 0.002
H -5.162 -1.958 0.582 -0.002 0.006 0.003
H -3.568 -0.061 0.887 -0.008 -0.028 0.003
H 4.570 -0.336 0.705 0.013 0.001 -0.001
H 5.222 1.833 1.810 0.029 0.015 0.009
H 3.418 3.421 2.486 0.010 0.023 0.023
H 1.046 2.783 2.047 0.008 -0.001 -0.017
Br -0.561 0.114 3.443 0.036 -0.194 -0.035
C -1.795 1.555 3.407 -0.067 0.098 0.071
C -2.270 1.959 4.622 0.025 -0.008 -0.062
C -3.244 2.974 4.699 0.045 -0.050 -0.020
C -3.728 3.516 3.549 0.004 0.002 0.047
C -3.252 3.095 2.285 -0.107 0.099 -0.072
C -3.835 3.641 1.116 0.044 -0.046 0.028
C -3.418 3.228 -0.110 -0.041 0.035 -0.026
C -2.361 2.301 -0.215 0.122 0.001 -0.025
C -1.723 1.753 0.874 -0.069 0.101 0.376
C -2.222 2.118 2.169 0.049 -0.075 0.022
H -1.907 1.485 5.522 0.003 -0.008 0.027
H -3.612 3.292 5.664 0.004 0.003 0.023
H -4.500 4.275 3.579 -0.014 0.016 -0.004
H -4.623 4.376 1.222 -0.016 0.018 0.015
H -3.875 3.623 -1.008 0.006 -0.003 -0.017
H -2.017 2.044 -1.209 0.006 -0.014 -0.012
Se 0.490 1.224 -1.894 -0.202 -0.128 -0.009
C 1.401 2.818 -1.352 0.108 0.087 0.008
C 2.768 2.914 -1.614 -0.033 -0.060 -0.002
C 3.482 4.045 -1.253 0.040 0.006 0.022
C 2.848 5.098 -0.610 0.040 0.033 0.005
C 1.490 5.014 -0.348 -0.036 0.062 0.016
C 0.769 3.889 -0.723 -0.009 -0.062 -0.048
H 3.268 2.090 -2.106 0.011 -0.024 -0.007
H 4.540 4.100 -1.475 0.024 0.011 0.003
H 3.405 5.983 -0.329 0.014 0.016 0.012
H 0.978 5.835 0.139 -0.004 0.009 0.006
H -0.292 3.845 -0.529 -0.083 0.000 0.022
```
Positions in Å, forces in eV/Å.

As for the spin multiplicity: 1. The value obtained for the calculated total energy is -8293.50263 a.u. The energy above the lowest of the compared OMol25 structures with the same formula, charge and spin comes out at 26.9 kJ/mol. The net charge is 0. For the HOMO energy, the calculation gives -7.577 eV.



(3)
Below is a molecular structure, C2H2FLiNdO, with properties calculated with ωB97M-V/def2-TZVPD.

Geometry as XYZ:
```
8
Properties=species:S:1:pos:R:3:forces:R:3
H 1.044 -1.208 0.727 0.197 0.885 0.281
C 1.012 0.394 -0.631 0.437 -0.427 0.862
C 0.472 -0.355 0.329 1.302 -0.990 -1.292
O -0.844 -0.392 0.550 -2.338 0.607 0.250
Li -1.522 -1.123 2.085 0.423 -0.312 0.235
Nd -2.328 0.957 -0.795 0.810 -0.066 -0.225
F 0.116 1.155 -1.381 -0.538 0.456 0.014
H 2.051 0.570 -0.884 -0.294 -0.154 -0.125
```
Positions in Å, forces in eV/Å.

As for the spin multiplicity: 5. As for the expectation value of S²: 6.00. The value obtained for the calculated total energy is -820.84471 a.u. The energy above the lowest of the compared OMol25 structures with the same formula, charge and spin comes out at 0.0 kJ/mol. The net charge is +2. For the HOMO energy (spin up / spin down), the calculation gives -16.371 / -16.618 eV.